153
Properties=species:S:1:pos:R:3:forces:R:3:mulliken_charge:R:1 method="wB97M-V/def2-TZVPD" spin_multiplicity=1 lumo_energy_ev=-2.05 smiles="CCCCCc1c(CCCI)c(CC(=O)N(C)C)c(C[C@H](C)O)c2c1C(=O)c1c(cc(F)c(P(O)(O)=S)c1CN)C2=O.O=C1c2ccccc2C(=O)c2ccccc21.O=C1c2ccccc2C(=O)c2ccccc21.O=C1c2ccccc2C(=O)c2ccccc21" max_force_ev_per_a=8.27 gap_ha=0.246 mol_weight_g_mol=1357.24 homo_ev=-8.740
C -5.0151 0.8534 2.9603 0.1 -0.2 0.4 -0.491
C -3.5009 0.8937 2.3337 0.4 1.2 -0.3 -0.604
C -3.4197 0.5854 0.7146 0.6 -1.3 0.9 -0.178
C -3.9017 -0.9656 0.4924 0.4 -0.4 0.2 -0.158
C -3.7633 -1.5253 -1.0423 0.3 -0.6 0.0 -0.560
C -4.0071 -0.4075 -2.2165 -0.5 2.0 -2.4 0.395
C -5.4940 0.3561 -2.2778 1.9 1.2 -3.0 0.349
C -6.6819 0.0582 -1.1860 0.7 0.1 0.3 -0.131
C -7.1853 -1.5002 -1.1137 -0.4 -0.4 1.5 -0.133
C -8.7483 -1.4625 -0.5491 0.7 -0.1 -2.1 -1.000
I -8.7967 -0.4003 1.4133 -0.1 -0.9 -1.1 0.022
C -5.8037 1.4709 -3.4857 2.7 -0.9 -0.2 0.107
C -7.2510 2.2758 -3.6271 0.1 0.4 -0.7 -0.872
C -8.3376 1.4840 -4.5990 -1.7 -5.0 -1.2 0.307
O -8.4242 0.1498 -4.6517 0.9 7.5 0.6 -0.621
N -9.3177 2.2526 -5.5093 -0.6 -0.6 3.3 0.151
C -9.7945 3.5289 -4.8456 1.5 2.1 0.7 -0.803
C -10.6048 1.4311 -5.7047 0.4 -1.0 0.0 -0.727
C -4.6566 1.8952 -4.6268 1.7 -2.4 2.7 -0.086
C -4.9056 2.9917 -5.8229 -0.5 -0.8 -0.4 -0.752
C -5.8435 2.2079 -6.9645 0.7 -0.4 -1.7 0.424
C -4.9737 1.7368 -8.2887 0.5 -0.7 -0.1 -1.154
O -6.9227 3.1012 -7.4968 2.0 0.2 0.0 -0.535
C -3.1747 1.1375 -4.5145 -1.4 -0.6 1.8 -0.034
C -2.8395 -0.0078 -3.3424 -2.8 1.6 0.0 -0.185
C -1.3143 -0.6946 -3.3391 0.2 -4.1 0.4 -0.076
O -1.1319 -2.0086 -3.1875 -1.0 8.2 -0.7 -0.548
C -0.0793 0.4040 -3.5960 1.6 2.0 -0.7 -0.037
C -0.4132 1.5308 -4.7864 3.2 0.4 1.8 0.322
C 0.7065 2.6706 -5.1524 0.7 -2.9 2.9 -0.804
C 2.1449 2.6664 -4.3036 -2.3 -1.5 -0.2 -0.024
F 3.1151 3.7395 -4.7258 -3.1 -3.7 1.6 -0.297
C 2.4774 1.5678 -3.0928 -2.8 0.9 -3.0 0.392
P 4.1663 1.7495 -2.2215 1.9 0.2 -0.1 0.881
O 4.8348 3.3934 -2.3064 -2.9 -2.3 0.4 -0.478
O 5.3424 0.7533 -3.1050 -0.8 3.7 1.3 -0.581
S 4.1824 1.2697 -0.3362 -0.5 0.3 -0.8 -0.312
C 1.3447 0.3876 -2.7438 -1.7 2.0 -2.7 0.168
C 1.6246 -0.7535 -1.6007 0.0 0.8 0.1 -0.184
N 2.8932 -1.4914 -1.9677 -0.1 0.9 0.4 -0.639
C -1.9033 1.4828 -5.5450 -0.8 0.2 -3.8 0.062
O -2.0305 1.6650 -6.8615 0.9 -0.8 8.1 -0.506
H -5.4731 1.9409 2.9334 0.9 -2.3 0.3 0.264
H -4.9541 0.4161 4.0687 -0.3 1.2 -2.4 0.231
H -5.7677 0.1587 2.3884 1.6 1.3 1.0 -0.133
H -2.7296 0.2137 2.9380 -1.9 1.2 -1.5 0.297
H -3.0885 2.0040 2.4707 -0.9 -2.3 -0.2 0.310
H -2.2582 0.6201 0.4411 -2.6 0.1 0.3 0.177
H -4.0263 1.3317 0.0473 1.2 -1.3 1.4 0.224
H -3.1719 -1.6375 1.1565 -1.6 1.4 -1.4 0.284
H -4.9884 -1.2051 0.8753 2.1 0.8 -0.7 -0.079
H -2.6996 -2.0645 -1.1022 -2.3 1.6 -0.4 0.274
H -4.5504 -2.4145 -1.1611 1.7 2.1 0.0 0.236
H -6.2576 0.3960 -0.1225 -0.9 -0.9 -2.3 -0.010
H -7.6591 0.7179 -1.3406 2.4 -1.3 -0.1 0.260
H -7.1010 -2.1002 -2.1149 -0.4 1.5 1.7 0.328
H -6.5765 -2.1287 -0.3053 -1.1 1.5 -1.7 0.017
H -9.3388 -0.7753 -1.3043 0.9 -1.5 1.7 0.344
H -9.2150 -2.5381 -0.4870 0.9 2.3 0.2 0.461
H -7.7519 2.5093 -2.5785 1.0 -0.8 -2.2 0.603
H -7.1023 3.3447 -4.1376 0.0 -2.5 1.2 0.225
H -8.9493 4.3497 -5.0207 -1.8 -1.6 0.4 0.193
H -10.7786 3.9803 -5.2897 2.0 -1.3 0.7 0.356
H -9.9112 3.4280 -3.6731 0.0 0.1 -2.3 0.241
H -11.4977 2.0935 -6.1207 2.3 -1.4 0.7 0.311
H -10.3126 0.5592 -6.4395 -1.0 1.7 1.7 0.221
H -10.8929 1.0433 -4.6325 0.2 0.4 -2.3 0.265
H -5.5150 3.9413 -5.5065 1.1 -2.0 -0.2 0.359
H -3.9067 3.3969 -6.3237 -2.0 -1.2 1.3 0.424
H -6.2967 1.2009 -6.5115 0.5 2.6 -0.9 0.161
H -4.1677 2.5376 -8.5729 -1.5 -1.4 0.6 0.298
H -4.3814 0.7246 -8.0863 -1.2 2.3 -0.3 0.259
H -5.6587 1.5357 -9.2449 1.2 0.6 2.3 0.334
H -6.5106 3.7405 -8.1766 -0.7 -1.7 1.6 0.324
H 0.5285 3.4783 -5.9805 0.4 -1.8 1.8 0.343
H 4.2053 3.9037 -1.6835 1.5 -1.0 -1.2 0.380
H 6.2050 1.2931 -3.0442 -1.7 -1.2 -0.2 0.331
H 1.6897 -0.1746 -0.5589 0.1 -1.1 -2.3 0.200
H 0.7770 -1.5493 -1.4693 1.3 1.9 -0.8 0.183
H 3.3835 -1.0683 -2.7946 -0.6 -0.6 1.4 0.225
H 3.5290 -1.5412 -1.1406 -0.7 0.3 -1.3 0.302
O -2.9228 -8.0683 5.9448 -0.2 0.6 -0.3 -0.690
C -3.3263 -7.0000 5.5019 0.5 -1.3 0.5 0.560
C -3.0322 -6.6087 4.1082 0.3 -0.1 -0.6 0.523
C -2.3048 -7.4764 3.2831 0.0 0.1 -0.3 -0.691
C -2.0574 -7.1315 1.9536 -0.1 0.0 0.3 -0.492
C -2.5349 -5.9240 1.4447 -0.2 0.2 0.3 -0.562
C -3.2446 -5.0503 2.2700 0.2 -0.2 -0.2 -0.499
C -3.4883 -5.3905 3.6061 0.2 -0.2 -0.5 0.032
C -4.2244 -4.4521 4.4766 -0.4 1.3 -0.5 0.514
O -4.5774 -3.3584 4.0508 0.2 -0.6 0.2 -0.722
C -4.5355 -4.8514 5.8633 -0.3 0.1 0.6 0.114
C -5.2649 -3.9834 6.6867 -0.1 -0.1 0.3 -0.498
C -5.5929 -4.3662 7.9882 0.1 0.0 -0.4 -0.502
C -5.1953 -5.6131 8.4700 0.2 -0.2 -0.3 -0.442
C -4.4559 -6.4737 7.6558 -0.2 0.2 0.2 -0.583
C -4.1204 -6.0897 6.3509 -0.3 0.1 0.6 0.258
H -1.9337 -8.4230 3.6719 -0.2 0.3 0.1 0.460
H -1.4963 -7.8083 1.3130 -0.1 0.1 0.1 0.396
H -2.3530 -5.6610 0.4050 0.0 0.0 0.2 0.460
H -3.6098 -4.1070 1.8672 0.0 -0.2 0.3 0.634
H -5.5829 -3.0104 6.3158 0.1 -0.3 -0.1 0.489
H -6.1627 -3.6926 8.6246 0.1 -0.1 -0.1 0.391
H -5.4592 -5.9154 9.4812 0.1 0.0 -0.2 0.391
H -4.1467 -7.4441 8.0408 0.0 0.2 -0.3 0.451
O 3.9098 -3.4997 3.1613 0.5 0.3 0.4 -0.693
C 4.8279 -3.0122 3.8091 -1.1 -0.6 -0.8 0.557
C 5.7294 -2.0153 3.1962 0.1 0.4 -0.5 0.250
C 5.5178 -1.6107 1.8717 0.2 0.3 -0.1 -1.021
C 6.3405 -0.6400 1.2987 0.0 -0.3 0.2 -0.600
C 7.3729 -0.0707 2.0438 0.0 -0.3 0.4 -0.465
C 7.5963 -0.4852 3.3578 0.0 0.1 -0.3 -1.029
C 6.7768 -1.4639 3.9331 0.1 0.4 -0.5 0.331
C 7.0318 -1.9090 5.3176 1.2 0.6 0.8 0.636
O 7.9855 -1.4645 5.9461 -0.6 -0.3 -0.4 -0.679
C 6.1193 -2.8905 5.9368 -0.2 -0.4 0.5 0.206
C 6.3309 -3.2926 7.2622 -0.2 -0.2 0.1 -0.542
C 5.4539 -4.1943 7.8670 0.2 0.2 -0.3 -0.456
C 4.3660 -4.6954 7.1527 0.0 0.2 -0.4 -0.457
C 4.1616 -4.3071 5.8269 0.0 -0.1 0.3 -0.573
C 5.0435 -3.4064 5.2156 -0.2 -0.3 0.6 0.187
H 4.7105 -2.0467 1.2858 0.1 0.0 0.3 0.516
H 6.1721 -0.3237 0.2716 0.1 -0.1 0.3 1.121
H 8.0061 0.6950 1.6013 -0.1 -0.3 0.2 0.508
H 8.4074 -0.0401 3.9318 -0.2 -0.2 0.0 0.466
H 7.1752 -2.9018 7.8277 -0.2 0.0 -0.3 0.453
H 5.6175 -4.5022 8.8974 0.0 0.1 -0.2 0.385
H 3.6769 -5.3909 7.6271 0.1 0.1 -0.1 0.397
H 3.3115 -4.7055 5.2753 0.3 0.2 0.0 0.468
O 10.0625 5.3541 2.5732 0.2 -0.1 -0.7 -0.677
C 10.4220 5.1967 1.4129 -0.4 0.2 1.4 0.505
C 11.6020 5.9159 0.8909 0.5 0.4 0.1 0.200
C 12.3255 6.7668 1.7366 0.3 0.1 -0.1 -0.557
C 13.4647 7.4186 1.2621 -0.3 -0.2 0.0 -0.443
C 13.8848 7.2226 -0.0532 -0.3 -0.2 -0.1 -0.475
C 13.1553 6.3890 -0.9024 0.2 0.2 0.2 -0.551
C 12.0081 5.7392 -0.4312 0.5 0.4 0.1 0.213
C 11.2326 4.8734 -1.3417 0.4 -0.1 -1.5 0.597
O 11.5581 4.7615 -2.5180 -0.2 0.1 0.7 -0.678
C 10.0651 4.1394 -0.8151 -0.5 -0.4 -0.1 0.246
C 9.3437 3.2870 -1.6615 -0.3 -0.2 0.1 -0.879
C 8.2591 2.5630 -1.1641 0.4 0.4 0.0 -0.129
C 7.8927 2.6870 0.1758 0.2 0.3 0.1 -1.089
C 8.6015 3.5470 1.0175 -0.2 -0.2 -0.2 -0.870
C 9.6872 4.2792 0.5195 -0.5 -0.5 -0.1 0.422
H 12.0067 6.9203 2.7661 -0.1 -0.2 -0.3 0.451
H 14.0280 8.0755 1.9213 -0.1 -0.1 -0.1 0.393
H 14.7799 7.7207 -0.4192 -0.2 -0.1 0.0 0.388
H 13.4864 6.2448 -1.9295 -0.2 -0.1 0.2 0.451
H 9.6269 3.1814 -2.7074 0.1 0.1 0.3 0.474
H 7.7027 1.8987 -1.8217 0.2 0.1 0.2 0.272
H 7.0533 2.1154 0.5658 0.1 0.3 -0.2 1.211
H 8.3069 3.6404 2.0616 0.2 0.1 -0.2 0.478